Molecular formula: C2H3NOPS
Method: DFT, ωB97M-V/def2-TZVPD

Last column: Löwdin charge in e.
Cartesian coordinates (Å):
1 C -0.4387 -0.3705 -0.4350  0.09
2 C -1.6378 -0.8506 -1.0670  0.04
3 N 0.5457 -0.1645 0.1208  0.03
4 O 1.6144 0.1065 0.6356  0.03
5 P 1.9365 2.2229 2.4596  0.26
6 S 3.6463 2.1593 1.7525  0.18
7 H -2.0062 -1.3238 -0.2281  0.08
8 H -1.4560 -1.7506 -1.8086  0.18
9 H -2.2042 -0.0286 -1.4300  0.10

The total charge is +1. The calculation puts the gap between HOMO and LUMO (spin up / spin down) at 6.099 / 5.222 eV. The calculated total energy comes out at -25770.4037 eV. The largest force on an atom is 2.97 eV Å⁻¹. The energy relative to the best compared isomer or geometry (same formula, charge and spin) is 189.8 kJ/mol. Its spin multiplicity is 3. As for the LUMO energy (spin up / spin down): -5.3 / -9.5 eV.

Molecular formula: C30H35BrGeN6O2RuS
Method: DFT, ωB97M-V/def2-TZVPD

Last column: Löwdin charge in e.
Cartesian coordinates (Å):
1 Ru -1.2398 -0.9216 0.7454  1.19
2 N 0.2041 -2.3401 2.3105  -0.04
3 C 0.6877 -2.1813 3.6874  -0.26
4 C 0.7581 -0.7130 4.0672  -0.22
5 C 1.7101 0.1084 3.2007  -0.20
6 C 1.2441 1.5571 3.0949  -0.28
7 N -0.0166 1.5828 2.3685  0.00
8 H -0.2856 -3.2145 2.1538  0.06
9 H 0.9652 -2.3333 1.6419  0.05
10 H 1.6673 -2.6563 3.8258  0.11
11 H -0.0082 -2.6959 4.3546  0.10
12 H 1.0353 -0.6192 5.1231  0.11
13 H -0.2429 -0.2934 3.9546  0.08
14 H 1.7390 -0.2864 2.1782  0.09
15 H 2.7320 0.0578 3.5880  0.11
16 H 2.0342 2.1574 2.6264  0.09
17 H 1.0778 1.9697 4.0956  0.11
18 H 0.1223 1.3554 1.3898  0.00
19 H -0.5055 2.4693 2.4150  0.03
20 N -3.0354 -1.3767 -0.8001  -0.06
21 N -3.2674 -2.7498 -0.9785  -0.03
22 C -2.2921 -3.6693 -0.4812  -0.75
23 O -2.3547 -4.8104 -0.9315  -0.01
24 O -1.5038 -3.2117 0.4110  -0.19
25 H -3.8661 -0.9094 -0.4610  0.08
26 H -2.6961 -0.8999 -1.6278  0.05
27 H -3.6320 -3.0292 -1.8766  0.12
28 Br -3.7357 -1.9235 7.0040  0.73
29 C -3.4173 -1.5419 5.1747  -0.69
30 C -3.4285 -2.5688 4.2503  -0.11
31 C -3.1716 -2.2391 2.9283  -0.13
32 N -2.9213 -0.9921 2.5259  0.00
33 C -2.9220 -0.0167 3.4331  -0.14
34 C -3.1722 -0.2431 4.7792  -0.10
35 H -3.6218 -3.5920 4.5374  0.10
36 H -3.1374 -3.0033 2.1596  0.10
37 H -2.7126 0.9830 3.0717  0.05
38 H -3.1610 0.5751 5.4842  0.11
39 S -3.0802 3.4399 1.7021  0.43
40 C -2.5507 2.1494 0.8372  -1.01
41 N -2.1748 1.2258 0.2232  -0.02
42 C 0.4575 -0.7708 -0.5291  -0.37
43 Ge 1.0993 0.3955 -1.8944  0.85
44 C -0.3110 1.5757 -2.5768  -0.28
45 C -0.3003 2.9629 -2.4701  -0.10
46 C -1.3661 3.7256 -2.9349  -0.09
47 C -2.4560 3.1093 -3.5299  -0.10
48 C -2.4715 1.7272 -3.6685  -0.10
49 C -1.4075 0.9752 -3.1958  -0.14
50 C 1.7187 -0.6114 -3.4726  -0.28
51 C 2.2353 0.0357 -4.5958  -0.12
52 C 2.6285 -0.6787 -5.7192  -0.10
53 C 2.5015 -2.0625 -5.7406  -0.11
54 C 1.9800 -2.7216 -4.6367  -0.10
55 C 1.5934 -1.9990 -3.5132  -0.11
56 C 2.6200 1.5097 -1.3026  -0.26
57 C 2.4354 2.4926 -0.3274  -0.13
58 C 3.5014 3.2380 0.1582  -0.10
59 C 4.7854 3.0074 -0.3184  -0.11
60 C 4.9905 2.0308 -1.2823  -0.10
61 C 3.9166 1.2935 -1.7678  -0.11
62 H 1.1832 -1.5967 -0.4571  -0.07
63 H 0.5415 3.4641 -2.0048  0.08
64 H -1.3469 4.8029 -2.8217  0.10
65 H -3.2918 3.7013 -3.8822  0.09
66 H -3.3165 1.2373 -4.1385  0.10
67 H -1.4241 -0.1054 -3.3168  0.09
68 H 2.3281 1.1178 -4.5982  0.10
69 H 3.0286 -0.1569 -6.5807  0.09
70 H 2.8026 -2.6226 -6.6178  0.09
71 H 1.8681 -3.7992 -4.6490  0.10
72 H 1.1776 -2.5217 -2.6576  0.09
73 H 1.4414 2.6878 0.0631  0.09
74 H 3.3286 3.9977 0.9116  0.10
75 H 5.6201 3.5844 0.0611  0.09
76 H 5.9888 1.8405 -1.6589  0.09
77 H 4.0962 0.5344 -2.5215  0.09

The total charge is -1. The calculation puts the gap between HOMO and LUMO (spin up / spin down) at 5.921 / 7.262 eV. The calculated total energy comes out at -184689.0088 eV. The largest force on an atom is 0.62 eV Å⁻¹. The energy relative to the best compared isomer or geometry (same formula, charge and spin) is 5.8 kJ/mol. Its spin multiplicity is 6. As for the LUMO energy (spin up / spin down): 2.2 / 2.2 eV.